Below is a molecular structure, C28H44BCl2F4N4O2Si3Ti in a non-equilibrium geometry, with properties calculated with the ωB97M-V functional and the def2-TZVPD basis.

Structure (XYZ):
```
89
Properties=species:S:1:pos:R:3:forces:R:3:mulliken_charge:R:1
Ti -0.334290 -0.052632 0.135494 0.499 1.379 -0.472 -3.18
C -0.339254 0.739707 -2.962582 0.109 -0.110 0.157 -0.73
Si -0.000236 2.350612 -1.982895 0.024 -0.037 -0.018 1.10
C -1.334400 3.490438 -2.668800 0.135 -0.152 0.018 -1.48
C 1.606888 3.108909 -2.624491 -0.198 -0.072 0.049 -1.45
C 0.005989 2.017636 -0.099056 -0.038 -0.023 0.188 1.59
Si 1.506003 2.648219 0.925739 0.002 0.045 -0.062 0.81
C 1.371193 2.234829 2.760341 0.106 0.022 -0.187 -1.17
C 1.585843 4.522503 0.763246 0.002 -0.221 0.046 -1.28
C 3.214498 1.986944 0.491750 -0.151 0.006 0.040 -1.05
Si -1.542699 2.828695 0.634151 0.009 0.036 -0.085 1.05
C -1.975716 2.652874 2.448120 0.035 -0.038 -0.143 -1.27
C -1.818196 4.655392 0.271049 -0.023 -0.187 0.101 -1.57
C -2.833484 1.760236 -0.265305 -0.035 0.089 0.036 -0.20
C -4.173111 2.076751 -0.469531 0.060 0.027 -0.024 -0.57
C -4.970413 1.254097 -1.240499 -0.023 -0.011 0.004 -0.73
C -4.410766 0.112664 -1.796372 0.135 -0.061 0.010 -1.29
C -3.092510 -0.179081 -1.514760 -0.065 0.019 -0.056 -0.69
N -2.322804 0.618791 -0.760984 0.112 -0.151 0.142 1.70
H -1.313920 0.836137 -3.441963 -0.026 0.015 -0.012 0.53
H -0.362867 -0.227117 -2.439892 0.064 0.059 -0.008 -0.21
H 0.405865 0.625896 -3.750116 0.048 0.013 -0.054 0.57
H -1.223401 3.430807 -3.754197 0.015 -0.020 -0.082 0.45
H -1.212448 4.531404 -2.396656 0.041 0.172 0.056 0.41
H -2.352232 3.189779 -2.437322 -0.140 -0.051 0.039 0.37
H 1.832759 2.698449 -3.608315 0.007 -0.028 -0.099 0.43
H 2.479078 2.969545 -1.999512 0.142 -0.064 0.107 0.28
H 1.477258 4.182661 -2.749782 -0.039 0.115 0.005 0.39
H 0.383039 1.995208 3.120622 -0.232 -0.026 0.055 0.11
H 1.733066 3.089452 3.331280 0.071 0.084 0.066 0.49
H 2.012359 1.388390 3.003631 0.057 -0.095 0.000 0.31
H 0.766495 5.012286 1.281900 -0.153 0.070 0.089 0.34
H 1.574899 4.860934 -0.268609 0.001 0.041 -0.196 0.27
H 2.509455 4.878279 1.217596 0.116 0.026 0.056 0.47
H 3.546164 2.105682 -0.533614 0.053 0.030 -0.118 0.42
H 3.911586 2.544112 1.118599 0.060 0.063 0.090 0.68
H 3.303549 0.938042 0.770370 -0.019 -0.031 0.029 -0.10
H -1.394880 3.323784 3.073789 0.105 0.098 0.090 0.41
H -1.906129 1.648187 2.852502 0.007 -0.108 0.015 0.13
H -3.017734 2.972394 2.524018 -0.093 0.030 0.016 0.48
H -1.842871 5.206023 1.210226 -0.014 0.030 0.089 0.44
H -2.771843 4.816367 -0.228383 -0.117 0.011 -0.069 0.51
H -1.048159 5.096983 -0.346566 0.156 0.062 -0.112 0.34
H -4.573009 2.986502 -0.045574 -0.029 0.066 0.040 0.53
H -6.007885 1.499729 -1.421360 -0.028 0.013 0.002 0.46
H -4.984885 -0.549364 -2.427315 -0.012 -0.024 -0.016 0.52
H -2.622447 -1.069243 -1.910225 -0.038 0.015 -0.002 0.64
Cl -4.276106 -6.541661 0.117828 0.001 -0.006 0.005 -0.20
C -3.320892 -5.106649 0.017840 0.204 0.159 -0.113 -0.07
C -3.688988 -3.981095 0.744887 0.141 0.060 -0.070 -0.66
C -2.923006 -2.826280 0.658755 -0.600 -0.354 0.230 1.32
Cl -3.385665 -1.429486 1.566913 -0.091 -0.084 0.036 -0.12
C -1.792597 -2.772484 -0.145102 0.027 0.009 -0.135 -0.95
O -1.094130 -1.661578 -0.208667 0.108 -0.397 0.022 1.14
C -1.422852 -3.909468 -0.871034 0.019 -0.475 0.001 1.03
C -0.226319 -3.967270 -1.734029 -0.254 0.255 -0.358 -0.69
O 0.563584 -3.070920 -1.926077 0.049 -0.200 0.116 -0.33
C -2.190713 -5.072513 -0.785701 -0.193 0.199 0.251 -1.06
H -4.567097 -3.994753 1.374211 -0.016 -0.024 0.017 0.53
H -0.134944 -4.925945 -2.279442 0.139 -0.038 0.093 0.25
H -1.898488 -5.947137 -1.347135 0.013 -0.098 -0.057 0.43
C 3.153574 -3.682404 2.166662 0.015 0.040 -0.017 -0.75
C 1.662681 -3.452215 2.271889 0.100 -0.131 -0.018 -0.66
N 1.309745 -2.306318 1.446720 0.034 -0.178 0.039 0.77
C 1.988161 -1.883897 0.367870 -0.018 -0.144 0.166 -0.77
N 1.550313 -0.783967 -0.257268 -0.320 0.334 0.026 1.56
C 2.251757 -0.374025 -1.483519 -0.020 0.043 -0.099 -0.81
C 3.712071 -0.780365 -1.500570 -0.050 -0.033 -0.060 -0.82
C 3.774920 -2.267715 -1.251597 0.023 0.023 -0.096 -0.63
N 3.089449 -2.559999 -0.000793 -0.025 0.057 0.086 0.29
C 3.518063 -3.766180 0.699258 -0.069 -0.124 0.028 -0.61
H 3.443722 -4.593213 2.687015 -0.023 -0.029 -0.022 0.41
H 3.686580 -2.845851 2.625192 0.005 -0.033 0.011 0.28
H 1.360043 -3.231008 3.293441 0.112 -0.070 -0.080 0.36
H 1.108722 -4.337271 1.938204 0.033 0.018 0.059 0.30
H 0.433667 -1.863551 1.665552 0.229 -0.043 0.007 -0.44
H 2.160943 0.705509 -1.573663 -0.007 0.007 -0.021 -0.16
H 1.757803 -0.834634 -2.341055 0.002 0.020 -0.002 0.24
H 4.283135 -0.248149 -0.740426 0.004 -0.013 0.001 0.25
H 4.137260 -0.540387 -2.474472 0.012 0.010 -0.020 0.43
H 4.802500 -2.621665 -1.151883 -0.061 0.070 -0.012 0.54
H 3.296525 -2.824592 -2.064089 0.056 0.032 -0.010 0.23
H 4.596967 -3.847397 0.564383 -0.039 -0.007 0.036 0.41
H 3.058155 -4.645764 0.230841 0.041 0.013 0.049 0.23
F 0.462694 -0.794812 4.402071 0.456 0.128 0.214 -0.18
B -0.700603 -1.218406 3.981265 -0.025 0.236 0.007 0.50
F -1.799770 -0.586700 4.280721 -0.447 0.275 0.202 -0.18
F -0.756797 -2.359877 3.323707 -0.276 -0.515 -0.191 -0.18
F -0.427496 -0.056778 1.921579 0.015 -0.116 -0.140 -0.48
```
Positions in Å, forces in eV/Å.

Properties
Total charge: +1
Energy above the lowest of the compared OMol25 structures with the same formula, charge and spin, kcal/mol: 19.82
HOMO-LUMO gap, eV: 7.97
HOMO energy, eV: -11.16


Below is a molecular structure, C54H42N4O5P2S2W in a non-equilibrium geometry, with properties calculated with the ωB97M-V functional and the def2-TZVPD basis.

Structure (XYZ):
```
110
Properties=species:S:1:pos:R:3:forces:R:3:mulliken_charge:R:1
W 0.150600 -0.211000 -0.233800 0.517 -0.649 1.629 2.13
C -2.915100 -0.969700 0.973900 0.081 -0.036 -0.067 -1.87
P -1.486500 -2.109500 0.661000 -1.202 0.665 0.557 2.43
C -1.077800 -2.769200 2.322000 0.294 0.068 -0.197 0.18
C -1.567400 -2.246800 3.514800 -0.131 -0.045 -0.112 -0.69
C -1.135500 -2.751400 4.730200 -0.107 -0.217 0.034 -0.46
C -0.210200 -3.779000 4.778000 -0.094 -0.038 -0.020 -0.76
C 0.256400 -4.331000 3.595000 0.091 -0.066 0.043 -1.05
C -0.171000 -3.830600 2.379500 -0.093 0.154 -0.043 -0.85
C -2.248600 -3.566100 -0.118900 0.421 0.195 -0.292 0.40
C -2.769700 -4.614900 0.634900 0.016 0.124 0.043 -0.65
C -3.241700 -5.748400 0.003300 -0.051 -0.057 0.053 -0.79
C -3.201900 -5.845300 -1.378900 0.002 0.046 -0.041 -0.62
C -2.734400 -4.782200 -2.133800 -0.050 -0.133 -0.097 -0.78
C -2.257200 -3.644700 -1.509000 0.046 0.142 0.063 -0.51
C -2.317700 0.194700 1.700300 -0.073 -0.032 -0.173 0.81
C -2.859300 1.075100 2.609000 -0.009 -0.036 -0.098 -1.67
C -1.808200 1.911100 3.042000 0.133 -0.111 -0.035 -1.14
C -0.677700 1.498300 2.377200 0.195 -0.060 0.046 0.17
C 0.742500 1.966700 2.476500 -0.052 -0.034 -0.197 -2.26
P 1.719700 0.509100 1.873600 0.102 1.255 0.485 2.15
C 3.437200 1.112600 1.694000 -0.229 -0.179 -0.299 0.59
C 4.270900 0.504600 0.762200 -0.186 -0.032 0.068 0.00
C 5.602200 0.869100 0.671500 0.148 0.007 0.038 -0.87
C 6.119500 1.813900 1.541500 0.015 -0.038 -0.033 -0.84
C 5.297800 2.402400 2.491000 0.039 0.112 0.077 -0.83
C 3.960600 2.061400 2.566500 -0.100 -0.062 -0.093 -0.80
C 1.955400 -0.290100 3.522500 -0.226 -0.550 -0.193 0.15
C 3.193600 -0.840600 3.870200 -0.071 0.094 -0.069 0.17
C 3.390700 -1.388700 5.123700 0.014 -0.107 0.120 -0.90
C 2.356700 -1.405100 6.047700 0.046 0.065 -0.028 -0.83
C 1.122700 -0.879000 5.704800 0.190 0.078 0.113 -0.86
C 0.911400 -0.344600 4.446200 0.156 0.076 -0.119 -1.10
N -0.972300 0.434900 1.551600 -0.790 0.476 0.042 0.74
H -3.718800 -1.451800 1.540400 0.133 0.016 -0.021 0.58
H -3.315800 -0.665600 -0.004600 0.149 -0.218 0.124 0.48
H -2.286500 -1.442200 3.510800 -0.020 0.118 -0.040 0.31
H -1.525700 -2.335600 5.647700 -0.053 0.048 0.056 0.54
H 0.139800 -4.156700 5.727900 0.002 -0.037 0.065 0.40
H 0.949500 -5.159000 3.618700 0.088 -0.073 0.001 0.48
H 0.184400 -4.279000 1.461000 0.071 -0.070 -0.078 0.75
H -2.802100 -4.543600 1.712200 0.048 -0.061 0.074 0.51
H -3.626800 -6.561400 0.599400 -0.058 -0.114 0.024 0.42
H -3.529700 -6.751800 -1.863300 -0.086 -0.079 -0.073 0.41
H -2.713800 -4.845300 -3.210900 0.005 -0.014 -0.099 0.44
H -1.874000 -2.822400 -2.097800 0.040 0.037 -0.054 0.32
H -3.880700 1.116100 2.934900 -0.233 -0.074 0.043 0.59
H -1.881100 2.719100 3.743400 0.069 0.155 0.213 0.63
H 0.986000 2.228800 3.510700 0.100 -0.096 -0.144 0.82
H 0.952200 2.840500 1.847200 0.013 -0.141 0.009 0.72
H 3.874600 -0.260000 0.109300 0.044 0.063 -0.020 0.37
H 6.234200 0.412200 -0.074400 0.076 -0.085 -0.061 0.50
H 7.165000 2.080700 1.492300 0.063 0.055 -0.028 0.41
H 5.706900 3.124200 3.180800 0.033 0.107 0.072 0.46
H 3.325700 2.500200 3.322300 -0.017 0.120 0.075 0.39
H 4.018100 -0.809100 3.167800 0.047 0.034 0.037 0.48
H 4.362300 -1.782400 5.383600 0.064 -0.068 0.033 0.50
H 2.516000 -1.821400 7.030500 0.022 -0.031 0.109 0.44
H 0.322400 -0.874100 6.429100 -0.096 -0.034 0.035 0.52
H -0.061100 0.043000 4.183200 -0.071 0.063 0.021 0.32
O 2.539200 -5.292500 -2.362000 -0.196 0.112 -0.278 -0.60
C 3.167000 -5.012000 -1.240600 0.203 -0.363 0.012 0.19
O 4.136300 -5.634400 -0.871500 -0.177 0.218 0.099 -0.63
C 2.626200 -3.900800 -0.407400 -0.814 0.612 -0.105 0.19
C 3.088800 -3.544700 0.839700 -0.352 0.437 -0.016 -0.57
N 2.393600 -2.466800 1.260400 -0.798 -0.062 -1.070 0.08
N 1.451300 -2.077600 0.348900 1.415 -1.596 -1.366 1.06
C 1.584700 -2.968400 -0.680100 1.403 0.283 2.209 -0.83
C 0.807900 -2.701200 -1.875100 -1.073 0.673 -1.345 0.83
O 0.742800 -3.495000 -2.828800 0.155 0.587 0.793 -0.87
O 0.218200 -1.550900 -1.839200 0.451 -1.339 -0.481 -0.21
H 1.790000 -4.653600 -2.611700 0.290 -0.138 0.332 0.36
H 3.868400 -3.979100 1.431400 0.139 -0.134 0.165 0.74
H 2.391300 -2.071200 2.193400 -0.032 0.025 -0.023 -0.45
S 3.451400 2.294500 -2.376400 -0.400 -0.524 0.214 -0.40
C 3.794200 0.633900 -2.674300 -0.104 0.337 0.177 -0.43
C 2.907200 -0.209000 -2.079800 0.071 -0.134 -0.201 -1.98
C 1.867800 0.442200 -1.350800 -0.380 0.902 -0.097 0.66
C 2.044300 1.818100 -1.454300 0.612 -0.647 -0.211 1.65
C 1.053100 2.693900 -0.953200 -0.831 -0.282 0.381 0.15
C 1.074400 4.085700 -1.102000 -0.045 0.073 0.106 -0.95
C 0.002800 4.838800 -0.693800 -0.224 -0.538 0.110 -1.02
C -1.110000 4.163400 -0.173600 0.317 0.250 -0.157 -1.37
C -1.075400 2.799200 -0.046100 -0.116 -0.512 0.103 -0.40
N 0.001200 2.036500 -0.360000 0.939 0.950 -0.563 0.85
H 4.653300 0.379500 -3.264600 0.160 -0.125 -0.134 0.54
H 3.002700 -1.280300 -2.180600 0.018 -0.078 -0.042 0.47
H 1.945000 4.537900 -1.546800 0.127 0.094 -0.088 0.60
H -0.007900 5.910700 -0.800700 0.061 0.162 -0.017 0.52
H -1.994600 4.703800 0.122600 -0.112 -0.039 0.014 0.56
H -1.965600 2.282800 0.293600 0.205 -0.124 0.083 0.53
C -0.442800 6.310800 -5.234100 0.245 0.277 0.114 -0.84
C -0.830600 6.264400 -6.680500 -0.141 -0.313 0.211 0.65
O -0.666500 7.153900 -7.466900 0.075 0.187 -0.095 -0.55
S -1.655900 4.789900 -7.255700 -0.157 -0.305 -0.120 -0.13
C -1.628500 3.641600 -5.883300 0.022 0.363 -0.498 -0.05
C -0.455900 2.955500 -5.587100 -0.100 -0.020 -0.039 -0.62
C -0.443400 2.047800 -4.551400 -0.037 -0.020 0.020 -0.13
C -1.608200 1.803600 -3.810100 0.096 0.286 -0.237 -0.35
C -2.786600 2.474400 -4.142300 0.025 -0.119 0.091 -0.62
C -2.795600 3.389200 -5.175800 0.101 0.101 -0.099 -0.49
C -1.509700 0.960200 -2.681000 -0.634 -0.769 0.853 0.86
C -1.337600 0.346200 -1.639500 0.224 0.584 -0.542 -1.29
H 0.284300 7.108000 -5.097300 0.008 0.039 0.000 0.35
H -0.037800 5.362600 -4.891400 -0.021 0.058 0.062 0.22
H -1.331900 6.542500 -4.646800 -0.044 -0.080 0.050 0.27
H 0.439000 3.147600 -6.163900 0.020 -0.016 -0.028 0.46
H 0.466700 1.523800 -4.294100 0.028 -0.057 0.064 0.44
H -3.684500 2.281900 -3.572000 -0.018 -0.021 0.024 0.53
H -3.699300 3.919200 -5.436900 -0.080 0.044 -0.007 0.46
```
Positions in Å, forces in eV/Å.

Properties
Total charge: 0
HOMO-LUMO gap (alpha / beta), eV: 5.91 / 5.90
HOMO energy (alpha / beta), eV: -6.59 / -6.71


Below is 2 unconnected molecules or ions with the total composition H3N4O2 in a non-equilibrium geometry, with properties calculated with the ωB97M-V functional and the def2-TZVPD basis.

Structure (XYZ):
```
9
Properties=species:S:1:pos:R:3:forces:R:3:nbo_charge:R:1
N 1.166626 -0.597243 2.305625 -3.939 -0.497 2.874 -0.03
N 0.123156 0.740118 -0.404585 1.242 1.038 1.418 -0.21
N -0.905574 1.201282 -1.182620 -2.118 -2.055 -0.833 -0.73
N 0.404170 -0.470977 -0.478060 -0.598 -1.051 -0.968 0.01
O -0.282648 -1.160159 -1.361149 0.215 -0.502 0.402 -0.73
O 0.101463 -0.743549 3.015549 4.388 0.315 -3.087 -0.32
H -0.558822 1.978141 -1.668344 0.284 1.207 -0.860 0.33
H -1.268349 0.411852 -1.812135 1.050 1.272 0.922 0.37
H 1.219977 -1.359465 1.585719 -0.524 0.272 0.133 0.31
```
Positions in Å, forces in eV/Å.

Properties
Total charge: -1
Energy above the lowest of the compared OMol25 structures with the same formula, charge and spin, kcal/mol: 25.16
HOMO-LUMO gap (alpha / beta), eV: 6.41 / 6.41
HOMO energy (alpha / beta), eV: -3.12 / -3.12


no.,electronic energy (eV)
1,-123152.581
2,-114951.871
3,-10099.323